(1)
58
Properties=species:S:1:pos:R:3:lowdin_charge:R:1 method="wB97M-V/def2-TZVPD" spin_multiplicity=1 e_homo_ha=-0.3113 smiles="COc1ccc(S(=O)(=O)N2CCC(C(=O)NCCCn3ccnc3)CC2)cc1OC" total_charge=0 relative_energy_kj_mol=273.5
C -1.2005 -0.0003 3.4971 -0.068
H -0.6738 -0.9356 3.2863 0.089
O -1.1196 0.8747 2.3930 -0.072
C 0.1123 1.1505 1.8992 -0.198
C 1.3090 0.8212 2.5159 0.005
C 2.5174 1.0459 1.8695 -0.071
C 2.5162 1.6027 0.6125 -0.270
C 1.3408 2.0330 0.0143 -0.015
C 0.1296 1.8228 0.6509 -0.196
O -1.0876 2.1553 0.1507 -0.094
C -1.1501 2.9310 -1.0248 -0.058
H -0.7690 2.3786 -1.8903 0.098
H -0.5907 3.8639 -0.9167 0.104
H -2.2083 3.1492 -1.1653 0.080
H 1.4099 2.5075 -0.9510 0.116
S 4.0051 1.5589 -0.3809 0.683
O 5.1515 1.6152 0.4757 -0.278
O 3.8724 2.5127 -1.4443 -0.283
N 4.0369 0.0579 -1.1119 -0.235
C 4.3842 -1.1022 -0.3316 -0.178
C 3.1680 -1.7804 0.3012 -0.120
C 2.0238 -2.0243 -0.6886 -0.205
C 0.7272 -2.2299 0.0998 -0.456
O 0.6175 -1.9818 1.2825 0.074
N -0.3177 -2.6675 -0.6427 0.068
H -0.2008 -2.7749 -1.6376 0.138
C -1.6728 -2.5761 -0.1447 -0.175
H -2.2545 -3.4164 -0.5322 0.125
C -2.3147 -1.2425 -0.5364 -0.143
H -2.4210 -1.1887 -1.6235 0.122
H -1.6649 -0.4260 -0.2160 0.106
C -3.6878 -1.0490 0.1142 -0.138
N -4.2924 0.1715 -0.3408 -0.093
C -4.0642 1.4196 0.1329 -0.182
N -4.6806 2.3298 -0.5694 0.053
C -5.3420 1.6566 -1.5474 -0.160
C -5.1095 0.3179 -1.4278 -0.081
H -5.4554 -0.5209 -1.9968 0.109
H -5.9407 2.1762 -2.2682 0.090
H -3.4335 1.6143 0.9766 0.121
H -4.3476 -1.8854 -0.1368 0.131
H -3.5729 -1.0033 1.2002 0.128
H -1.6121 -2.6523 0.9430 0.121
C 1.7769 -0.8074 -1.6014 -0.118
C 3.0791 -0.2143 -2.1478 -0.180
H 3.5383 -0.9130 -2.8575 0.132
H 2.8885 0.7298 -2.6596 0.117
H 1.2552 -0.0431 -1.0243 0.098
H 1.1410 -1.0901 -2.4436 0.117
H 2.2348 -2.9056 -1.3030 0.151
H 2.7795 -1.1584 1.1070 0.085
H 3.4737 -2.7325 0.7379 0.128
H 5.0808 -0.7672 0.4369 0.116
H 4.9054 -1.8033 -0.9949 0.130
H 3.4559 0.7802 2.3286 0.122
H 1.3119 0.3519 3.4849 0.117
H -2.2624 -0.1939 3.6428 0.093
H -0.7955 0.4576 4.4044 0.097

***

(2)
61
Properties=species:S:1:pos:R:3:lowdin_charge:R:1 method="wB97M-V/def2-TZVPD" spin_multiplicity=1 e_homo_ha="-0.5107 / -0.5097" total_charge=+2 relative_energy_kj_mol=0.0
Re 0.9039 0.4699 -0.2174 1.019
S -2.2632 1.8454 6.5011 1.112
N -2.5075 2.5394 5.0717 -0.191
C -1.7093 1.9285 4.2106 -0.298
C -1.6107 2.2254 2.7966 -0.056
C -2.3944 3.1754 2.1367 0.068
C -2.2408 3.3439 0.7772 0.014
C -1.2929 2.5865 0.1051 -0.085
N -0.5160 1.6915 0.7256 -0.068
C -0.6891 1.4891 2.0576 -0.123
C 0.1013 0.4299 2.6547 -0.133
N 0.9161 -0.2507 1.8113 -0.085
C 1.6081 -1.2750 2.3059 -0.102
C 1.5534 -1.6504 3.6436 0.002
C 0.7445 -0.9500 4.5103 0.054
C -0.0096 0.1130 4.0076 -0.059
C -0.9291 0.9042 4.7986 -0.296
N -1.1497 0.7598 6.0961 -0.191
H -3.1185 3.7500 2.7000 0.141
H -2.8458 4.0491 0.2261 0.132
H -1.1627 2.6772 -0.9641 0.091
H 2.2237 -1.8288 1.6092 0.112
H 2.1427 -2.4908 3.9812 0.128
H 0.6706 -1.2112 5.5577 0.138
N 2.8455 -0.2805 -0.8023 -0.085
C 3.7874 0.7106 -0.1964 -0.203
C 3.1749 2.1081 -0.2574 -0.199
C 3.0160 2.7027 -1.6677 -0.165
C 1.5853 2.7719 -2.1737 -0.213
N 0.9357 1.4352 -2.1886 -0.122
H 3.0764 -1.2187 -0.4859 0.107
H 2.9607 -0.3074 -1.8140 0.106
H 4.7485 0.6928 -0.7101 0.136
H 3.9518 0.4161 0.8390 0.122
H 3.8047 2.7547 0.3560 0.136
H 2.2193 2.1467 0.3315 0.085
H 3.6365 2.1395 -2.3729 0.125
H 3.4117 3.7176 -1.6768 0.129
H 1.5598 3.2162 -3.1693 0.134
H 1.0020 3.4186 -1.5151 0.112
H 1.3935 0.8503 -2.8870 0.084
H -0.0237 1.5029 -2.5552 -0.021
C 1.2959 -2.3413 -5.3183 -0.057
C 0.2444 -1.3545 -4.8862 -0.247
O 0.2879 -1.2382 -3.4169 -0.388
P -1.1077 -1.0937 -2.6460 -0.081
S -0.4277 -1.2433 -0.6306 0.457
S -2.1339 0.4868 -3.0191 0.386
O -1.9215 -2.4072 -2.8967 -0.321
C -1.3921 -3.7557 -2.6941 -0.256
C -2.2244 -4.4629 -1.6575 -0.061
H 1.2939 -2.4175 -6.4056 0.096
H 1.0997 -3.3312 -4.9077 0.081
H 2.2900 -2.0217 -5.0044 0.080
H -0.7555 -1.6671 -5.1880 0.117
H 0.4211 -0.3569 -5.2877 0.119
H -0.3406 -3.6885 -2.4079 0.101
H -1.4579 -4.2407 -3.6664 0.130
H -2.1551 -3.9659 -0.6897 0.069
H -1.8685 -5.4875 -1.5463 0.093
H -3.2688 -4.4932 -1.9628 0.093

***

(3)
63
Properties=species:S:1:pos:R:3:lowdin_charge:R:1 method="wB97M-V/def2-TZVPD" spin_multiplicity=1 e_homo_ha=-0.3431 smiles="CC(=O)OCCCC[C@](CC=O)(O[C@H](S)CP(=O)(O)O)[C@H](O)OCN=C=O.O=C1C=CC(=O)C=C1" total_charge=0
C -1.9383 -6.2370 0.6915 0.022
C -1.5048 -4.8104 0.8543 -0.527
O -2.2535 -3.8712 0.9686 0.103
O -0.1558 -4.6673 0.8482 -0.020
C 0.4017 -3.7363 1.8047 -0.148
C 1.3132 -2.7180 1.1158 -0.152
C 1.1286 -1.2869 1.6388 -0.166
C -0.2665 -0.6706 1.4442 -0.082
C -0.5962 -0.0326 0.0707 -0.335
C -1.1971 -1.1059 -0.8708 -0.043
C -1.8032 -0.5985 -2.1566 -0.225
O -2.9033 -0.1066 -2.2295 0.068
O 0.5049 0.7275 -0.4678 -0.113
C 1.5678 0.1093 -1.1610 -0.662
S 3.0573 0.9783 -0.5165 0.860
C 1.4991 0.2651 -2.6993 -0.209
P 2.1134 -1.2229 -3.4842 0.413
O 3.4094 -1.6433 -2.9205 -0.263
O 1.0174 -2.3893 -3.3473 -0.125
O 2.1150 -0.8493 -5.0458 -0.124
C -1.6949 1.0378 0.3103 -0.338
O -1.1275 2.0677 1.0960 0.020
O -2.7509 0.4066 0.9916 -0.043
C -4.0266 0.9746 0.8756 -0.193
N -4.9122 0.1083 0.0949 0.148
C -5.7694 -0.5579 0.6451 -0.319
O -6.5934 -1.1730 1.1572 0.197
H -1.5900 -6.6313 -0.2669 0.093
H -3.0231 -6.2931 0.7728 0.089
H -1.4548 -6.8364 1.4690 0.093
H -0.4158 -3.2493 2.3387 0.113
H 0.9602 -4.3472 2.5218 0.130
H 2.3555 -3.0133 1.2852 0.121
H 1.1524 -2.8082 0.0379 0.101
H 1.9096 -0.6478 1.2250 0.060
H 1.3221 -1.3096 2.7201 0.123
H -1.0135 -1.4549 1.6097 0.107
H -0.4292 0.0688 2.2316 0.126
H -0.4735 -1.9003 -1.0762 0.110
H -2.0136 -1.5719 -0.3077 0.125
H -1.2138 -0.6955 -3.0819 0.102
H 1.7149 -0.9346 -0.8813 0.072
H 3.9045 0.7187 -1.5175 -0.118
H 2.2064 1.0375 -3.0263 0.089
H 0.5133 0.5893 -3.0321 0.095
H 0.3799 -2.4222 -4.0716 0.084
H 2.4631 -1.6030 -5.5498 0.095
H -2.0335 1.4739 -0.6360 0.157
H -1.8259 2.6566 1.4056 0.109
H -4.4274 1.1209 1.8832 0.137
H -3.9862 1.9493 0.3723 0.135
C 3.0369 6.7390 0.9593 0.019
C 1.7630 6.9532 1.2770 0.017
C 0.8260 5.8211 1.4984 -0.383
O -0.3383 6.0174 1.7819 0.097
C 1.3651 4.4491 1.3573 0.031
C 2.6375 4.2341 1.0397 0.013
C 3.5759 5.3596 0.8144 -0.381
O 4.7377 5.1716 0.5232 0.105
H 3.7394 7.5454 0.7905 0.120
H 1.3476 7.9470 1.3869 0.119
H 0.6678 3.6379 1.5116 0.102
H 3.0256 3.2302 0.9260 0.052

***

(4)
51
Properties=species:S:1:pos:R:3:lowdin_charge:R:1 method="wB97M-V/def2-TZVPD" spin_multiplicity=1 e_homo_ha=-0.3942 smiles=C[N@H+](C[C@@H](O)COc1ccc2ccccc2c1)C1CCCCC1 total_charge=+1 relative_energy_kj_mol=0.0
C -0.6316 -1.7641 -2.0927 0.017
N -0.8735 -0.3791 -1.6550 -0.098
H -0.3453 -0.2301 -0.7590 0.133
C -2.2888 -0.1745 -1.2590 -0.056
H -2.9302 -0.7949 -1.8875 0.151
H -2.5573 0.8716 -1.3979 0.132
C -2.5225 -0.5339 0.2171 -0.307
C -1.6818 0.3537 1.1638 -0.109
O -0.2997 0.2073 0.8838 -0.104
C 0.5197 -0.4104 1.8341 -0.239
C 0.4481 -0.1305 3.1707 0.041
C 1.3317 -0.7566 4.0745 -0.155
C 1.2857 -0.4923 5.4586 -0.028
C 2.1586 -1.1077 6.3122 -0.064
C 3.1128 -2.0140 5.8233 -0.066
C 3.1828 -2.2900 4.4862 -0.025
C 2.2995 -1.6698 3.5787 -0.164
C 2.3503 -1.9195 2.1920 -0.007
C 1.4807 -1.3087 1.3349 -0.001
H 1.5234 -1.5007 0.2730 0.107
H 3.0896 -2.6089 1.8133 0.121
H 3.9161 -2.9845 4.1041 0.116
H 3.7923 -2.4897 6.5136 0.109
H 2.1199 -0.9000 7.3705 0.109
H 0.5516 0.2062 5.8328 0.114
H -0.2655 0.5824 3.5582 0.126
H -1.9520 1.4053 1.0222 0.144
H -1.8985 0.0750 2.1984 0.131
O -2.2165 -1.8978 0.3834 -0.005
H -2.4811 -2.1995 1.2591 0.123
H -3.5840 -0.3423 0.4360 0.164
C -0.3430 0.6291 -2.6337 -0.264
C -1.2045 0.7701 -3.8853 -0.139
H -2.1840 1.1790 -3.6347 0.123
H -1.3503 -0.1958 -4.3701 0.117
C -0.5102 1.7227 -4.8620 -0.180
C -0.2770 3.0833 -4.2137 -0.193
C 0.5496 2.9360 -2.9405 -0.179
H 0.6838 3.9082 -2.4672 0.120
H 1.5389 2.5473 -3.1884 0.122
C -0.1437 1.9861 -1.9622 -0.137
H -1.1029 2.4226 -1.6788 0.122
H 0.4614 1.8753 -1.0601 0.122
H 0.2404 3.7385 -4.9134 0.118
H -1.2374 3.5446 -3.9755 0.120
H -1.1269 1.8356 -5.7532 0.119
H 0.4459 1.2961 -5.1706 0.122
H 0.6420 0.2559 -2.9348 0.163
H -0.9820 -2.4485 -1.3230 0.099
H -1.1669 -1.9666 -3.0180 0.106
H 0.4322 -1.9215 -2.2580 0.111